Below is an isolated molecule of C5H10O, with properties calculated with ωB97M-V/def2-TZVPD.

molecular weight: 86.13 g/mol
orbital gap: 9.28 eV
energy relative to the best compared isomer or geometry (same formula, charge and spin): 4.0741 eV
highest occupied orbital energy: -8.1384 eV
electronic energy: -271.6029 Eh

Atoms and positions in Å:
C 0.78607 -1.07239 1.25727
C 0.54322 -0.00767 0.18409
C 1.44735 -0.29234 -1.04897
C -0.89708 0.14798 -0.38305
C -2.15598 1.30202 -0.09700
O -1.08972 1.38433 -0.97490
H 0.22547 -0.85948 2.17199
H 1.85144 -1.10533 1.52843
H 0.51390 -2.07379 0.90472
H 0.85337 0.96966 0.58723
H 2.51163 -0.32161 -0.77153
H 1.32793 0.47522 -1.82043
H 1.19638 -1.26163 -1.49651
H -1.85196 -0.39239 -0.30271
H -3.11034 1.42510 -0.64816
H -2.15169 1.68231 0.90954

Forces on atoms 1 to 3 (eV/Å):
-0.2 0.0 0.0
-0.4 0.0 0.0
-0.2 0.0 0.0



Below is an isolated molecule of C5H10O, with properties calculated with ωB97M-V/def2-TZVPD.

molecular weight: 86.13 g/mol
orbital gap: 9.15 eV
energy relative to the best compared isomer or geometry (same formula, charge and spin): 1.2065 eV
highest occupied orbital energy: -8.2573 eV
electronic energy: -271.7083 Eh

Atoms and positions in Å:
C -0.93186 -0.83362 1.82556
C -1.26060 0.25856 0.79716
C -0.03564 0.55821 0.01348
O 1.02288 0.96448 0.77974
C 1.39757 -0.01735 -1.93112
C 0.08454 0.22742 -1.26270
H -1.81906 -1.07399 2.41573
H -0.14081 -0.49649 2.50144
H -0.58303 -1.75416 1.33945
H -1.64234 1.14933 1.29814
H -2.01559 -0.11051 0.09402
H 1.75441 1.18785 0.18718
H 2.28115 -0.02811 -1.27345
H 1.35257 -1.03766 -2.34908
H 1.33165 0.88254 -2.53772
H -0.79584 0.12351 -1.89783

Forces on atoms 1 to 3 (eV/Å):
-0.1 0.0 0.1
-0.2 0.2 0.2
-0.3 -0.3 0.0



Below is an isolated molecule of C5H10O, with properties calculated with ωB97M-V/def2-TZVPD.

molecular weight: 86.13 g/mol
orbital gap: 10.23 eV
energy relative to the best compared isomer or geometry (same formula, charge and spin): 1.6081 eV
highest occupied orbital energy: -9.1361 eV
electronic energy: -271.6935 Eh

Atoms and positions in Å:
C 2.07244 -0.32246 0.26127
O 0.99457 0.47949 0.67337
C -0.28179 0.25663 0.13135
C -0.97895 1.57766 -0.08628
C -0.56976 -0.86154 -0.82360
C -1.11154 -0.90769 0.58779
H 2.19673 -1.20950 0.90135
H 1.96681 -0.64713 -0.77798
H 2.98126 0.28113 0.34446
H -2.05348 1.43093 -0.22719
H -0.83580 2.22111 0.78582
H -0.58245 2.08947 -0.96813
H -1.24804 -0.65100 -1.64656
H 0.20761 -1.57538 -1.07241
H -0.65856 -1.61660 1.27290
H -2.17563 -0.75329 0.74067

Forces on atoms 1 to 3 (eV/Å):
0.2 -0.2 0.0
0.0 0.1 0.0
-0.2 0.0 0.0



Below is an isolated molecule of C5H10O, with properties calculated with ωB97M-V/def2-TZVPD.

molecular weight: 86.13 g/mol
orbital gap: 10.44 eV
energy relative to the best compared isomer or geometry (same formula, charge and spin): 0.4794 eV
highest occupied orbital energy: -9.4080 eV
electronic energy: -271.7350 Eh

Atoms and positions in Å:
C 2.07794 -0.30100 -0.36463
C 1.08565 0.90441 -0.28402
C 0.08807 0.27652 0.63236
O 0.14156 0.39717 1.83809
C -0.91220 -0.63730 -0.04730
C -2.26114 0.01599 0.22862
H 2.13555 -0.70172 -1.37641
H 3.06564 -0.02819 0.00458
H 1.74101 -1.13537 0.26957
H 0.67105 1.15780 -1.26880
H 1.46426 1.83075 0.16029
H -0.85164 -1.63438 0.39792
H -0.70679 -0.72250 -1.12363
H -2.32226 0.97480 -0.29910
H -3.10139 -0.61038 -0.07029
H -2.31532 0.21341 1.30277

Forces on atoms 1 to 3 (eV/Å):
0.2 0.1 -0.1
0.1 0.0 0.1
-0.1 0.0 0.2



Below is a 3-piece molecular cluster, C5H10O overall, with properties calculated with ωB97M-V/def2-TZVPD.

molecular weight: 86.13 g/mol
orbital gap: 8.75 eV
energy relative to the best compared isomer or geometry (same formula, charge and spin): 5.2460 eV
highest occupied orbital energy: -7.8686 eV
electronic energy: -271.5598 Eh

Atoms and positions in Å:
C 0.15204 2.56643 0.79611
O -0.04798 1.58747 -0.09476
C 0.01716 0.33410 0.31356
C -0.39399 -0.67390 -0.69509
C -0.28239 -2.13037 -0.34267
C 0.61130 -1.56739 -1.40305
H -0.85483 1.74507 1.85349
H 1.04375 2.46907 1.41925
H -0.00595 3.54054 0.33076
H 0.83556 0.08627 0.99446
H -0.96495 0.84948 1.74717
H -1.25386 -0.37316 -1.28873
H -1.09550 -2.78781 -0.63364
H 0.16561 -2.37072 0.61834
H 1.66673 -1.44258 -1.17659
H 0.40730 -1.83249 -2.43861

Forces on atoms 1 to 3 (eV/Å):
-0.1 0.0 0.3
0.0 -0.1 0.0
-0.1 -0.1 0.2



Below is an isolated molecule of C5H10O, with properties calculated with ωB97M-V/def2-TZVPD.

molecular weight: 86.13 g/mol
orbital gap: 10.79 eV
energy relative to the best compared isomer or geometry (same formula, charge and spin): 0.4354 eV
highest occupied orbital energy: -9.7477 eV
electronic energy: -271.7366 Eh

Atoms and positions in Å:
O -0.53106 2.23797 -1.12010
C -0.73078 1.52884 -0.17373
C 0.32648 0.67833 0.49903
C -0.06735 -0.81749 0.38135
C -0.05954 -1.28594 -1.06181
C 0.81723 -1.66386 1.30080
H -1.71640 1.42882 0.31489
H 1.30475 0.84968 0.07105
H 0.25900 0.93262 1.56167
H -1.09752 -0.90057 0.75986
H -0.84169 -0.75344 -1.61128
H -0.29081 -2.34696 -1.12832
H 0.87465 -1.07322 -1.58932
H 1.12772 -1.10591 2.18247
H 0.37391 -2.62219 1.57260
H 1.75403 -1.90559 0.78858

Forces on atoms 1 to 3 (eV/Å):
-0.3 0.1 -0.1
1.0 -0.3 0.3
-1.1 -0.5 -0.1